Entry 1:
57
Properties=species:S:1:pos:R:3 method="wB97M-V/def2-TZVPD" de_lowest_kj_mol=1789.1 orbital_gap_ev=7.8 energy_ha=-1245.0920 smiles="CC(=O)Nc1ccc(OC[C@@H](O)CN2CCN(Cc3ccccc3)CC2)cc1" homo_energy_ha=-0.2707
C -5.5758 -4.1163 0.4817
C -5.0023 -2.6878 0.5052
O -5.5248 -1.7740 1.2045
N -4.0271 -2.4583 -0.3202
C -3.3541 -1.4053 -0.6327
C -2.3576 -1.3190 -1.3155
C -1.6646 -0.2121 -1.4255
C -1.9227 1.1251 -1.0585
O -1.0968 1.9953 -1.3438
C -1.2533 3.4516 -0.4512
C -0.0209 4.2041 -0.8240
O -0.3805 5.5624 -0.5849
C 1.0071 3.8527 0.4620
N 1.2693 2.5940 0.5723
C 1.8495 1.8277 -0.2943
C 1.7854 0.2783 -0.2311
N 2.3280 0.0865 1.2971
C 2.4325 -1.4745 1.5004
C 3.5076 -2.1439 0.5140
C 4.7384 -1.4334 0.1801
C 5.5970 -2.1699 -0.7552
C 5.3205 -3.2782 -1.2621
C 4.0214 -4.0107 -1.0978
C 3.1062 -3.3431 -0.2163
C 1.7225 0.8133 2.2374
C 1.7277 2.2488 2.0862
C -3.0353 1.1345 -0.1569
C -3.6724 -0.0910 0.1575
H -6.3586 -4.3322 1.1739
H -4.7859 -4.7022 0.8927
H -5.9510 -4.3967 -0.6945
H -3.6713 -3.2814 -0.7491
H -1.8469 -2.0819 -1.9827
H -0.7200 -0.0394 -2.3315
H -2.2801 3.9910 -0.7990
H -1.3684 3.1876 0.5301
H 0.4040 4.0995 -1.7999
H -0.5878 5.6955 0.2153
H 2.0859 4.2608 0.1329
H 0.8458 4.2374 1.3495
H 1.2898 2.0464 -1.4379
H 3.0893 2.0431 -0.4766
H 2.2850 -0.2912 -0.8900
H 0.7300 -0.1907 -0.1332
H 2.9529 -1.6569 2.5745
H 1.3774 -1.8405 1.5524
H 4.8629 -0.4988 0.8358
H 6.5819 -1.6553 -0.7723
H 5.9928 -3.7699 -1.6855
H 3.7999 -4.7908 -1.7560
H 2.2068 -3.5172 -0.0274
H 2.2071 0.2980 3.1433
H 0.7056 0.5500 2.1934
H 1.2497 2.8991 2.4603
H 2.9304 2.5445 1.9192
H -3.3850 2.1091 0.3436
H -4.6049 0.1716 0.8654

Entry 2:
59
Properties=species:S:1:pos:R:3 method="wB97M-V/def2-TZVPD" de_lowest_kj_mol=411.7 orbital_gap_ev=9.3 energy_ha=-1396.1537 smiles="COCCC(=O)N1CCC(Oc2ccc(C(=O)N(C)[C@H](C)c3ccon3)cc2)CC1" homo_energy_ha=-0.3180
C 1.0785 0.8486 -4.5412
O 2.1808 0.3404 -5.2540
C 1.8566 -0.2287 -6.5067
C 1.7587 -1.7642 -6.4732
C 0.6932 -2.2328 -5.4960
O -0.4830 -2.2554 -5.8147
N 1.1084 -2.6303 -4.2703
C 2.4757 -2.5412 -3.7861
C 2.5193 -2.6525 -2.2635
C 1.4534 -1.7485 -1.6443
O 1.6075 -1.8425 -0.2377
C 1.0689 -0.8937 0.5720
C 0.3018 0.1892 0.1551
C -0.1725 1.0972 1.0849
C 0.0750 0.9324 2.4403
C -0.3924 1.9812 3.3934
O -0.1297 3.1584 3.2073
N -1.0877 1.5586 4.4789
C -1.6534 0.2380 4.6194
C -1.4982 2.5629 5.4570
C -1.2801 2.0810 6.8880
C -2.9257 2.9374 5.2042
C -3.4022 4.0690 4.4916
C -4.7524 3.9017 4.4978
O -5.0661 2.7771 5.1474
N -3.9300 2.1851 5.5789
C 0.8497 -0.1485 2.8550
C 1.3420 -1.0461 1.9342
C 0.0496 -2.1964 -2.1014
C 0.1337 -3.1208 -3.3190
H 0.6056 1.6745 -5.0854
H 1.4708 1.2243 -3.5971
H 0.3247 0.0784 -4.3510
H 0.9135 0.1861 -6.8789
H 2.6613 0.0561 -7.1931
H 2.7316 -2.1946 -6.2481
H 1.4456 -2.0911 -7.4660
H 3.0861 -3.3431 -4.2232
H 2.8966 -1.5760 -4.0811
H 3.5033 -2.3457 -1.9085
H 2.3520 -3.6766 -1.9300
H 1.6519 -0.7171 -1.9665
H 0.0716 0.3442 -0.8867
H -0.7507 1.9479 0.7569
H -2.6796 0.3328 4.9810
H -1.0839 -0.3626 5.3327
H -1.6614 -0.2709 3.6577
H -0.8728 3.4397 5.2545
H -1.9718 1.2812 7.1338
H -1.4518 2.9060 7.5743
H -0.2577 1.7326 7.0115
H -2.8190 4.8497 4.0531
H -5.5639 4.4760 4.0980
H 1.0852 -0.2732 3.9011
H 1.9517 -1.8811 2.2413
H -0.5643 -1.3292 -2.3476
H -0.4352 -2.7280 -1.2809
H 0.4098 -4.1354 -3.0160
H -0.8285 -3.1613 -3.8328

Entry 3:
61
Properties=species:S:1:pos:R:3 method="wB97M-V/def2-TZVPD" de_lowest_kj_mol=119.3 orbital_gap_ev=8.8 energy_ha=-1869.6660 smiles="CCCCCNC(=O)c1c[nH]c2ccc(S(=O)(=O)N3CCC4(CC3)OCCO4)cc2c1=O" homo_energy_ha=-0.3301
C -8.2552 -0.3165 -0.2278
C -7.9537 0.9452 0.5730
C -6.5309 1.0009 1.1318
C -6.2027 -0.0950 2.1522
C -5.5565 -1.3352 1.5258
N -4.2918 -1.0143 0.9126
C -4.1014 -1.0403 -0.4127
O -4.9281 -1.4345 -1.2225
C -2.7593 -0.5477 -0.8731
C -2.5199 -0.6456 -2.2080
N -1.3821 -0.2235 -2.7937
C -0.3902 0.3782 -2.0680
C 0.7659 0.8595 -2.6959
C 1.7449 1.4751 -1.9509
C 1.5831 1.6143 -0.5767
S 2.8861 2.4099 0.3765
O 3.6345 3.2350 -0.5261
O 2.2878 2.9964 1.5354
N 3.9152 1.2236 0.9060
C 3.4608 0.3326 1.9423
C 2.8771 -0.9684 1.3854
C 3.8733 -1.6306 0.4297
C 4.2828 -0.6331 -0.6730
C 4.8352 0.6432 -0.0355
O 4.9941 -2.0874 1.1541
C 5.4898 -3.2342 0.5018
C 4.2994 -3.7464 -0.3357
O 3.2828 -2.7862 -0.1371
C 0.4539 1.1563 0.0542
C -0.5542 0.5240 -0.6797
C -1.7604 0.0306 0.0115
O -1.8698 0.1210 1.2312
H -9.1917 -0.2014 -0.7701
H -8.3526 -1.1792 0.4265
H -7.4625 -0.5119 -0.9462
H -8.6681 1.0343 1.3957
H -8.0920 1.8149 -0.0746
H -5.8221 0.9434 0.3034
H -6.3963 1.9758 1.6064
H -7.1099 -0.3978 2.6774
H -5.5069 0.3024 2.8953
H -6.1880 -1.7573 0.7440
H -5.3927 -2.0912 2.3018
H -3.5558 -0.6132 1.4883
H -3.2783 -1.0839 -2.8426
H -1.2583 -0.3264 -3.7914
H 0.8735 0.7508 -3.7654
H 2.6340 1.8793 -2.4084
H 4.3171 0.0899 2.5800
H 2.7209 0.8776 2.5279
H 2.6685 -1.6593 2.2017
H 1.9537 -0.7893 0.8352
H 5.0421 -1.0839 -1.3137
H 3.3991 -0.4208 -1.2764
H 5.7602 0.4026 0.4999
H 5.0439 1.4059 -0.7860
H 5.8086 -3.9432 1.2677
H 6.3472 -2.9798 -0.1341
H 4.5550 -3.8195 -1.3994
H 3.9232 -4.7111 0.0117
H 0.3215 1.2958 1.1161

Entry 4:
63
Properties=species:S:1:pos:R:3 method="wB97M-V/def2-TZVPD" de_lowest_kj_mol=62.1 orbital_gap_ev=3.9 energy_ha=-1676.2341 total_charge=-1 homo_energy_ha=-0.0971
N 0.0406 0.6097 -0.7479
H -0.9175 0.6500 -1.0649
H 0.5969 1.2952 -1.2385
H 0.4537 -0.3027 -0.6175
H -0.0783 0.8637 0.2224
C -0.3616 3.3326 3.5116
C 0.1411 2.7873 2.1755
O -0.8138 1.9114 1.6046
H -0.7324 2.6528 4.2787
H -1.0796 4.1352 3.3427
H 0.5345 3.7881 3.9330
H 1.1153 2.3779 2.4429
H 0.4806 3.6354 1.5808
C -3.2544 2.6260 -3.3823
C -2.2151 2.4604 -2.2714
O -2.4929 1.7099 -1.1685
H -3.3032 1.7040 -3.9616
H -2.8521 3.3637 -4.0765
H -4.2560 2.9059 -3.0557
H -2.1598 3.4579 -1.8356
H -1.2470 2.1043 -2.6236
C 3.6957 5.8495 -0.3237
C 4.3926 5.5491 -1.5280
C 3.9435 4.5756 -2.4126
C 2.6524 4.0468 -2.2183
C 1.8186 4.5081 -1.1386
C 2.4176 5.3902 -0.2220
N 2.1653 2.9524 -3.0794
O 1.3558 2.2550 -2.5348
O 2.5551 2.9018 -4.2779
H 4.0950 6.5278 0.4160
H 5.3977 5.9309 -1.6299
H 4.6177 4.1653 -3.1498
H 0.9066 3.9648 -0.9398
H 1.8406 5.5970 0.6673
C -0.8186 -6.6895 -1.5903
C -0.9382 -5.5366 -2.4004
C -0.3222 -4.3443 -2.0105
C 0.4614 -4.3398 -0.9014
C 0.5553 -5.4451 -0.0820
C -0.0752 -6.5969 -0.4067
N 1.3253 -3.1365 -0.5414
O 0.9590 -1.9879 -0.8022
O 2.4220 -3.4722 -0.1092
H -1.3306 -7.5855 -1.9089
H -1.5482 -5.5967 -3.2895
H -0.4534 -3.4660 -2.6251
H 1.0324 -5.3996 0.8859
H -0.1370 -7.4187 0.2912
C -3.3808 -3.0778 2.7169
C -2.7280 -1.8411 2.6528
C -1.3427 -1.7106 2.7183
C -0.6178 -2.8953 3.0642
C -1.2855 -4.0975 3.1739
C -2.6252 -4.1930 2.9477
N 0.9157 -2.8586 3.1404
O 1.4377 -3.8674 2.6868
O 1.4079 -1.8080 3.6831
H -4.4597 -3.0722 2.7665
H -3.3428 -0.9580 2.5602
H -0.8600 -0.7580 2.5566
H -0.6373 -4.9548 3.2790
H -3.0668 -5.1753 2.8674

What did the first record say?
57
Properties=species:S:1:pos:R:3 method="wB97M-V/def2-TZVPD" de_lowest_kj_mol=1789.1 orbital_gap_ev=7.8 energy_ha=-1245.0920 smiles="CC(=O)Nc1ccc(OC[C@@H](O)CN2CCN(Cc3ccccc3)CC2)cc1" homo_energy_ha=-0.2707
C -5.5758 -4.1163 0.4817
C -5.0023 -2.6878 0.5052
O -5.5248 -1.7740 1.2045
N -4.0271 -2.4583 -0.3202
C -3.3541 -1.4053 -0.6327
C -2.3576 -1.3190 -1.3155
C -1.6646 -0.2121 -1.4255
C -1.9227 1.1251 -1.0585
O -1.0968 1.9953 -1.3438
C -1.2533 3.4516 -0.4512
C -0.0209 4.2041 -0.8240
O -0.3805 5.5624 -0.5849
C 1.0071 3.8527 0.4620
N 1.2693 2.5940 0.5723
C 1.8495 1.8277 -0.2943
C 1.7854 0.2783 -0.2311
N 2.3280 0.0865 1.2971
C 2.4325 -1.4745 1.5004
C 3.5076 -2.1439 0.5140
C 4.7384 -1.4334 0.1801
C 5.5970 -2.1699 -0.7552
C 5.3205 -3.2782 -1.2621
C 4.0214 -4.0107 -1.0978
C 3.1062 -3.3431 -0.2163
C 1.7225 0.8133 2.2374
C 1.7277 2.2488 2.0862
C -3.0353 1.1345 -0.1569
C -3.6724 -0.0910 0.1575
H -6.3586 -4.3322 1.1739
H -4.7859 -4.7022 0.8927
H -5.9510 -4.3967 -0.6945
H -3.6713 -3.2814 -0.7491
H -1.8469 -2.0819 -1.9827
H -0.7200 -0.0394 -2.3315
H -2.2801 3.9910 -0.7990
H -1.3684 3.1876 0.5301
H 0.4040 4.0995 -1.7999
H -0.5878 5.6955 0.2153
H 2.0859 4.2608 0.1329
H 0.8458 4.2374 1.3495
H 1.2898 2.0464 -1.4379
H 3.0893 2.0431 -0.4766
H 2.2850 -0.2912 -0.8900
H 0.7300 -0.1907 -0.1332
H 2.9529 -1.6569 2.5745
H 1.3774 -1.8405 1.5524
H 4.8629 -0.4988 0.8358
H 6.5819 -1.6553 -0.7723
H 5.9928 -3.7699 -1.6855
H 3.7999 -4.7908 -1.7560
H 2.2068 -3.5172 -0.0274
H 2.2071 0.2980 3.1433
H 0.7056 0.5500 2.1934
H 1.2497 2.8991 2.4603
H 2.9304 2.5445 1.9192
H -3.3850 2.1091 0.3436
H -4.6049 0.1716 0.8654